[1]
Density functional theory data (ωB97M-V/def2-TZVPD) for 6 unconnected molecules or ions with the total composition C26H54N2O12P in a non-equilibrium geometry.

Geometry (Å):
C  1.115  -1.385  4.285
C  2.091  -0.369  3.717
N  1.542  0.992  3.762
C  0.294  1.119  2.943
C  -0.943  1.591  3.720
N  -1.708  0.489  4.315
P  -2.404  -0.483  3.261
O  -2.384  -1.941  3.644
C  2.426  2.012  3.447
C  3.850  1.721  3.005
O  2.100  3.195  3.539
H  0.075  -1.122  4.143
H  1.279  -1.511  5.348
H  1.260  -2.333  3.785
H  2.448  -0.658  2.729
H  2.970  -0.400  4.360
H  0.086  0.200  2.414
H  0.504  1.873  2.182
H  -0.555  2.210  4.525
H  -1.531  2.262  3.083
H  -3.766  -0.161  3.007
H  -1.806  -0.369  1.965
H  4.531  1.996  3.802
H  4.054  2.360  2.156
H  4.046  0.699  2.713
O  -3.999  2.543  2.240
C  -4.178  2.559  1.061
O  -3.570  1.623  0.305
C  -3.791  1.451  -1.088
C  -2.907  2.386  -1.886
C  -4.986  3.647  0.387
H  -4.850  1.548  -1.342
H  -3.517  0.416  -1.296
H  -3.136  3.432  -1.684
H  -3.019  2.209  -2.959
H  -1.868  2.231  -1.605
H  -4.343  4.515  0.245
H  -5.807  3.916  1.046
H  -5.416  3.359  -0.571
O  -0.753  4.016  0.212
C  0.251  4.181  -0.415
O  0.297  3.765  -1.702
C  1.375  4.072  -2.589
C  2.528  3.103  -2.449
C  1.490  4.766  0.223
H  1.689  5.111  -2.464
H  0.951  3.991  -3.589
H  2.962  3.144  -1.449
H  3.302  3.325  -3.168
H  2.185  2.082  -2.610
H  2.014  3.973  0.755
H  1.176  5.519  0.941
H  2.172  5.243  -0.477
O  1.204  -2.615  1.476
C  0.470  -3.553  1.375
O  0.985  -4.785  1.151
C  0.166  -5.950  1.233
C  -0.601  -6.195  -0.048
C  -1.030  -3.367  1.431
H  -0.497  -5.888  2.097
H  0.851  -6.775  1.426
H  -1.284  -5.376  -0.266
H  -1.185  -7.112  0.026
H  0.081  -6.280  -0.894
H  -1.379  -3.059  0.446
H  -1.252  -2.578  2.154
H  -1.580  -4.251  1.746
O  3.925  2.211  -4.945
C  5.053  2.225  -5.347
O  6.051  2.001  -4.474
C  7.413  1.827  -4.865
C  8.128  3.153  -5.028
C  5.380  2.567  -6.784
H  7.482  1.206  -5.759
H  7.870  1.261  -4.055
H  7.685  3.755  -5.821
H  9.180  2.991  -5.267
H  8.062  3.730  -4.106
H  5.391  3.650  -6.891
H  4.597  2.156  -7.415
H  6.327  2.163  -7.135
O  -3.590  -7.024  -0.767
C  -4.440  -6.310  -0.316
O  -4.549  -5.059  -0.794
C  -5.607  -4.165  -0.436
C  -5.310  -3.426  0.853
C  -5.320  -6.747  0.832
H  -6.562  -4.693  -0.404
H  -5.669  -3.457  -1.260
H  -5.222  -4.108  1.699
H  -6.101  -2.710  1.073
H  -4.365  -2.889  0.774
H  -4.777  -6.597  1.764
H  -5.532  -7.806  0.712
H  -6.274  -6.228  0.887

Calculated values
* HOMO-LUMO gap: 4.9 eV
* HOMO energy: -3.19 eV
* net charge: -1

***

[2]
Density functional theory data (ωB97M-V/def2-TZVPD) for 10 unconnected molecules or ions with the total composition C26H54N2O18 in a non-equilibrium geometry.

Geometry (Å):
C  23.677  1.543  34.796
O  22.292  1.683  35.125
H  24.029  2.383  34.197
H  24.269  1.534  35.712
H  23.836  0.603  34.267
H  21.961  0.844  35.453
C  22.951  5.511  28.614
O  23.169  6.353  29.770
H  23.882  5.199  28.141
H  22.406  4.638  28.972
H  22.375  6.161  27.954
H  22.309  6.450  30.185
C  26.711  6.544  28.965
O  27.631  5.611  29.444
H  26.017  6.718  29.788
H  27.025  7.523  28.605
H  26.101  6.153  28.151
H  27.238  5.180  30.206
C  26.896  2.708  27.574
O  28.081  3.211  28.141
H  26.347  3.530  27.114
H  26.977  1.899  26.849
H  26.291  2.230  28.344
H  27.928  4.021  28.633
C  28.857  2.420  36.505
C  27.890  2.142  35.316
C  28.508  1.428  34.102
O  27.742  0.251  33.976
C  26.833  0.127  35.024
O  26.046  -0.824  35.144
O  26.944  1.227  35.903
H  29.403  1.579  36.933
H  28.365  2.803  37.399
H  29.657  3.065  36.143
H  27.536  3.125  35.009
H  29.512  1.096  34.367
H  28.582  1.948  33.147
C  26.584  -0.286  24.581
C  25.051  -0.095  24.806
C  24.318  -1.321  25.225
O  23.436  -0.765  26.227
C  23.881  0.455  26.698
O  23.444  1.009  27.680
O  24.855  0.828  25.898
H  27.092  0.676  24.655
H  26.761  -0.593  23.550
H  26.991  -1.004  25.292
H  24.569  0.273  23.901
H  25.011  -1.987  25.739
H  23.720  -1.847  24.481
C  27.568  -0.955  28.607
C  28.259  -1.934  29.496
C  29.621  -2.198  29.082
O  30.351  -2.239  30.284
C  29.754  -1.415  31.171
O  30.283  -0.881  32.169
O  28.504  -1.185  30.702
H  28.155  -0.038  28.546
H  26.608  -0.640  29.017
H  27.446  -1.362  27.603
H  27.721  -2.861  29.693
H  30.028  -1.528  28.325
H  29.657  -3.163  28.575
C  20.124  1.771  32.553
C  20.294  0.275  32.856
C  19.246  -0.207  33.884
O  18.636  -1.246  33.165
C  19.031  -1.250  31.874
O  18.603  -2.014  31.055
O  20.017  -0.452  31.693
H  19.107  2.063  32.293
H  20.752  2.172  31.757
H  20.397  2.357  33.431
H  21.259  0.062  33.317
H  18.506  0.556  34.126
H  19.745  -0.705  34.715
C  25.221  4.284  31.356
O  26.300  4.818  31.569
N  25.076  2.976  31.331
C  23.717  2.416  31.271
C  26.147  2.040  31.518
H  24.311  4.900  31.280
H  23.583  1.875  30.334
H  22.877  3.100  31.389
H  23.665  1.682  32.075
H  27.088  2.515  31.794
H  25.963  1.449  32.415
H  26.231  1.304  30.718
C  31.667  4.191  34.380
O  31.529  3.050  34.228
N  30.882  5.109  33.759
C  29.908  4.809  32.713
C  31.026  6.526  34.148
H  32.427  4.694  34.998
H  30.322  5.212  31.788
H  29.032  5.436  32.878
H  29.725  3.781  32.401
H  30.115  7.088  33.947
H  31.289  6.617  35.202
H  31.799  6.973  33.523

Calculated values
* HOMO-LUMO gap: 9.4 eV
* SMILES: C[C@H]1COC(=O)O1.C[C@H]1COC(=O)O1.C[C@H]1COC(=O)O1.C[C@H]1COC(=O)O1.CN(C)C=O.CN(C)C=O.CO.CO.CO.CO
* energy relative to the best compared isomer or geometry (same formula, charge and spin): 41.4 kcal per mole
* HOMO energy: -9.09 eV

***

| no. | electronic energy (a.u.) |
| --- | --- |
| 1 | -2376.862468 |
| 2 | -2486.828602 |